Entry 1:
40
Properties=species:S:1:pos:R:3 method="wB97M-V/def2-TZVPD" multiplicity=1 de_lowest_kcal_mol=56.35 e_tot_ev=-41281.778 homo_lumo_gap_ev=7.93 homo_ha=-0.306
S -4.48 -2.50 -4.99
O -2.90 0.33 -1.86
N 0.33 0.38 2.09
N -1.31 -1.31 -1.32
N 0.41 -0.28 -2.36
N -0.45 -0.31 1.19
N -2.45 -2.90 -3.50
C -0.71 -0.56 4.09
C -1.08 -0.41 5.42
C 0.41 1.56 4.26
C 3.60 1.22 -3.37
C -0.33 -0.49 -1.25
C 4.07 1.66 -2.14
C -2.98 -1.66 -3.07
C -2.45 -0.81 -1.94
C 2.33 0.64 -3.39
C 1.43 1.02 1.47
C 1.28 0.66 0.16
C 1.59 0.34 -2.23
C 0.07 0.00 0.04
C -0.71 0.58 6.18
C 2.07 0.86 -1.02
C 3.28 1.54 -0.98
C -4.21 -1.44 -3.72
C -3.03 -3.36 -4.57
C 0.13 1.56 5.63
C 0.03 0.47 3.39
H 0.51 2.42 6.21
H -1.00 -1.42 3.62
H -0.98 0.75 7.24
H -2.76 -4.27 -5.10
H 2.11 1.78 1.85
H -1.75 -1.12 5.87
H 3.64 1.88 0.07
H 1.04 2.35 3.80
H 5.05 2.08 -2.15
H 1.80 0.34 -4.32
H -4.80 -0.71 -3.30
H 4.25 1.33 -4.29
H -1.07 -2.19 -1.69



Entry 2:
79
Properties=species:S:1:pos:R:3 method="wB97M-V/def2-TZVPD" multiplicity=2 e_tot_ev=-64541.500 homo_lumo_gap_ev="5.89 / 5.09" homo_ha="-0.575 / -0.575" s2=0.76 charge=+3
Ru -0.24 -0.05 -0.01
S 0.43 -2.81 0.24
N -0.45 -5.16 1.08
N 8.75 0.06 0.00
N -0.27 2.39 -0.03
N 1.11 -0.03 -4.65
N 0.49 -5.12 -1.05
N -2.32 0.18 -0.06
N -2.62 2.56 0.08
N 1.74 -0.11 0.00
N 0.20 -0.05 2.05
N 0.21 -0.16 -2.06
N 1.10 -0.01 4.65
C 4.55 -0.13 0.00
C 2.42 -0.10 1.18
C 3.80 -0.10 1.20
C 6.74 -0.03 -1.19
C -1.31 4.54 -0.01
C 0.12 -4.51 0.07
C -0.20 -0.02 4.39
C -1.24 -4.46 2.07
C -2.92 -1.03 -0.16
C 3.81 -0.17 -1.19
C -0.19 -0.06 -4.39
C 1.06 4.38 -0.06
C 1.55 -0.13 -2.33
C -5.10 -0.08 -0.04
C 8.13 0.04 -1.15
C -4.28 -1.21 -0.15
C -0.09 -6.51 1.47
C -4.51 1.15 0.04
C -1.37 3.14 0.01
C 1.35 -4.47 -2.01
C -3.10 1.27 0.02
C 1.96 -0.03 3.67
C -0.09 5.17 -0.04
C -0.65 -0.04 3.08
C 1.54 -0.05 2.33
C -0.09 -6.36 -1.51
C 2.42 -0.15 -1.18
C 6.75 -0.05 1.20
C 1.96 -0.06 -3.67
C -0.65 -0.13 -3.08
C 0.92 3.01 -0.07
C 8.13 0.02 1.15
C 6.01 -0.08 0.01
H 0.76 -3.95 -2.77
H 0.68 -6.92 0.83
H -3.36 3.24 0.14
H 3.00 -0.03 3.95
H 0.29 -6.49 2.49
H 1.79 2.37 -0.11
H -4.71 -2.20 -0.22
H -0.87 0.00 5.23
H -2.01 -5.14 2.43
H 2.04 4.83 -0.08
H -2.22 5.13 -0.01
H -0.62 -4.14 2.92
H -0.98 -6.60 -0.95
H 4.30 -0.22 -2.15
H -0.35 -6.24 -2.56
H -5.11 2.04 0.10
H -1.71 -0.18 -2.86
H 8.74 0.05 2.04
H -1.71 -3.59 1.62
H 6.29 -0.08 2.17
H 8.73 0.07 -2.04
H 6.28 -0.03 -2.16
H 1.96 -5.23 -2.51
H -6.17 -0.18 -0.03
H -0.97 -7.17 1.44
H 2.01 -3.76 -1.52
H -2.24 -1.87 -0.26
H 3.01 -0.02 -3.94
H -0.02 6.24 -0.05
H -1.71 -0.06 2.85
H 0.62 -7.19 -1.44
H -0.87 -0.03 -5.23
H 4.30 -0.08 2.16